(1)
ORCA calculation (ωB97M-V/def2-TZVPD) on a molecular structure, C29H21N7O2Tl.

Element x y z (Å)
Tl  -0.6075  -0.2300  -0.8738
C  2.9688  -5.0769  -0.3534
C  2.4242  -4.1612  -1.2408
C  1.4734  -3.2542  -0.7983
C  1.0631  -3.2804  0.5303
C  1.6097  -4.1968  1.4271
C  2.5635  -5.0906  0.9784
N  0.0945  -2.3036  0.9092
N  -0.4307  -2.4824  2.0133
C  -1.3867  -1.4942  2.4025
C  -2.0081  -1.7125  3.6211
C  -2.9376  -0.7830  4.0608
C  -3.2018  0.3209  3.2681
C  -2.5245  0.4478  2.0629
N  -1.6358  -0.4402  1.6317
H  3.7145  -5.7819  -0.6956
H  2.7371  -4.1498  -2.2759
H  1.0430  -2.5406  -1.4907
H  1.2871  -4.1934  2.4583
H  2.9971  -5.8029  1.6673
H  -1.7546  -2.5942  4.1916
H  -3.4440  -0.9187  5.0067
H  -3.9153  1.0742  3.5700
H  -2.7002  1.3027  1.4189
O  4.2444  6.0989  1.1895
N  3.8722  5.0746  1.7158
O  4.3205  4.6031  2.7410
C  2.7426  4.3634  1.0819
C  1.8074  5.1345  0.5021
C  0.6453  4.5368  -0.0773
C  -0.3645  5.3096  -0.6769
C  -1.4565  4.6831  -1.2151
C  -1.5215  3.2860  -1.1394
N  -0.5925  2.5406  -0.5776
C  0.4914  3.1446  -0.0510
C  1.5322  2.3194  0.5452
N  1.3757  0.9778  0.5086
C  2.3210  0.2159  1.0171
C  3.4898  0.7255  1.5901
C  3.6647  2.0813  1.6437
C  2.6647  2.9252  1.1198
H  1.9326  6.2084  0.4837
H  -0.2648  6.3873  -0.7069
H  -2.2543  5.2384  -1.6867
H  -2.3720  2.7590  -1.5607
H  2.1610  -0.8553  0.9679
H  4.2376  0.0502  1.9802
H  4.5543  2.5017  2.0848
N  0.9571  -0.9093  -3.4115
C  0.8514  -0.1520  -4.4464
C  0.7098  1.2814  -4.3097
C  0.5947  2.0674  -5.4215
C  0.6133  1.5014  -6.7045
C  0.7527  0.1166  -6.8656
C  0.8697  -0.7072  -5.7807
H  0.7093  1.7030  -3.3128
H  0.4942  3.1395  -5.3134
H  0.5234  2.1374  -7.5739
H  0.7685  -0.3057  -7.8613
H  0.9781  -1.7772  -5.8856

The total energy is -49622.5111 eV. The value obtained for the LUMO energy (alpha / beta) is -4.0 / -3.5 eV. As for the energy above the lowest of the compared OMol25 structures with the same formula, charge and spin: 0.00 kcal per mole. The multiplicity is 1. The charge is +1. The value obtained for the molar mass is 703.9 g mol⁻¹. The highest occupied orbital energy (alpha / beta) comes out at -11.4 / -10.4 eV.



(2)
ORCA calculation (ωB97M-V/def2-TZVPD) on a molecular structure, C29H22BrIrN3O6Te.

Element x y z (Å)
Ir  -0.0751  0.3253  -0.5068
O  -0.9482  -3.5752  2.0440
C  0.1444  -4.2887  1.7215
C  0.2089  -5.6307  2.0975
C  1.3021  -6.4004  1.7666
C  2.3618  -5.8457  1.0657
C  2.3133  -4.5157  0.6943
C  1.2157  -3.7289  1.0193
C  1.1700  -2.2750  0.5695
O  -0.0689  -1.7911  0.3452
N  1.9095  -1.4633  1.5825
N  1.8080  -0.1459  1.7193
C  0.6554  0.4702  1.6643
C  0.5005  1.9014  1.9524
Br  -1.0302  2.5371  0.8875
C  1.0591  2.7837  2.7874
C  2.1698  2.6433  3.7117
C  2.1994  3.4916  4.8249
C  3.2111  3.3907  5.7594
C  4.2227  2.4565  5.5916
C  4.2224  1.6396  4.4729
C  3.2111  1.7331  3.5356
H  -0.9005  -2.7335  1.5397
H  -0.6216  -6.0393  2.6481
H  1.3210  -7.4426  2.0464
H  3.2110  -6.4515  0.7945
H  3.1357  -4.0790  0.1435
H  1.7794  -2.2070  -0.3647
H  2.8674  -1.7797  1.6938
H  -0.2796  -0.0840  1.8495
H  0.5796  3.7532  2.8350
H  1.4127  4.2207  4.9595
H  3.2115  4.0439  6.6197
H  5.0112  2.3718  6.3244
H  5.0162  0.9227  4.3246
H  3.2254  1.1139  2.6558
O  4.5693  1.4017  -5.8447
C  4.6952  0.5177  -5.0344
O  5.3954  -0.4514  -4.8390
C  3.5897  0.6451  -3.8259
C  3.9312  0.1909  -2.5640
C  2.9841  0.2841  -1.5578
N  1.7566  0.7404  -1.7911
C  1.4419  1.1784  -3.0084
C  2.3395  1.1725  -4.0687
C  -0.0086  1.7003  -3.2090
O  -0.2484  2.3924  -4.1693
O  -0.8081  1.3111  -2.3064
H  4.9061  -0.2279  -2.3705
H  3.2212  0.0063  -0.5373
H  2.0460  1.5755  -5.0253
Te  -1.6415  -1.6466  -1.9177
C  -2.1044  -3.2023  -3.3108
C  -1.1449  -3.9747  -3.9539
C  -1.5377  -4.9665  -4.8360
C  -2.8833  -5.1846  -5.0916
C  -3.8402  -4.4178  -4.4458
C  -3.4554  -3.4366  -3.5541
H  -0.0943  -3.8066  -3.7577
H  -0.7939  -5.5783  -5.3237
H  -3.1851  -5.9528  -5.7877
H  -4.8897  -4.5960  -4.6268
H  -4.1967  -2.8392  -3.0426

The total energy is -127351.6835 eV. The value obtained for the LUMO energy (alpha / beta) is -1.5 / -4.0 eV. As for the energy above the lowest of the compared OMol25 structures with the same formula, charge and spin: 94.55 kcal per mole. The multiplicity is 6. The value obtained for the molar mass is 908.2 g mol⁻¹. The highest occupied orbital energy (alpha / beta) comes out at -7.4 / -7.4 eV.



(3)
ORCA calculation (ωB97M-V/def2-TZVPD) on a molecular structure, C29H22BrN3O2Sn.

Element x y z (Å)
Sn  -1.0076  -0.4284  -1.1066
N  0.7101  0.7952  -2.9167
C  0.6388  2.1405  -2.5658
C  0.1738  3.0797  -3.4873
C  0.0744  4.4189  -3.1505
C  0.4419  4.8431  -1.8813
C  0.8777  3.9045  -0.9587
C  0.9689  2.5488  -1.2648
C  1.4122  1.5829  -0.2182
C  2.5342  1.9395  0.5383
C  2.9819  1.1454  1.5790
C  2.3020  -0.0258  1.8762
C  1.1991  -0.3910  1.1166
C  0.7277  0.3840  0.0539
H  0.6390  0.5886  -3.8993
H  1.4106  0.2351  -2.4499
H  -0.0948  2.7500  -4.4848
H  -0.2787  5.1303  -3.8864
H  0.3792  5.8891  -1.6104
H  1.1265  4.2186  0.0482
H  3.0669  2.8507  0.2909
H  3.8558  1.4366  2.1482
H  2.6342  -0.6614  2.6884
H  0.6938  -1.3177  1.3591
C  -2.2393  4.1127  0.4827
C  -2.4051  3.9703  1.8480
C  -2.4992  2.6956  2.3857
C  -2.4260  1.6039  1.5311
N  -2.2279  1.7421  0.2194
C  -2.1374  2.9641  -0.2896
C  -2.6094  0.2125  2.0264
C  -3.3892  -0.0417  3.1483
C  -3.5596  -1.3478  3.5693
C  -2.9484  -2.3622  2.8568
C  -2.1969  -2.0289  1.7404
N  -2.0278  -0.7699  1.3286
H  -2.1570  5.0850  0.0185
H  -2.4551  4.8381  2.4929
H  -2.6170  2.5527  3.4508
H  -1.9612  3.0302  -1.3598
H  -3.8745  0.7729  3.6670
H  -4.1711  -1.5674  4.4350
H  -3.0493  -3.3995  3.1436
H  -1.7031  -2.7905  1.1518
Br  -1.0171  -5.4698  -0.2465
C  0.8053  -5.2481  -0.7264
C  1.6027  -6.3809  -0.6599
C  2.9368  -6.3110  -1.0264
C  3.4718  -5.1145  -1.4776
C  2.6637  -3.9941  -1.5594
C  1.3238  -4.0357  -1.1762
C  0.5666  -2.7382  -1.2644
O  0.8800  -1.9134  -2.1402
O  -0.3384  -2.5037  -0.4087
H  1.1735  -7.3145  -0.3239
H  3.5542  -7.1979  -0.9647
H  4.5119  -5.0553  -1.7697
H  3.0521  -3.0521  -1.9211

The total energy is -114871.4003 eV. The value obtained for the LUMO energy is 0.0 eV. As for the energy above the lowest of the compared OMol25 structures with the same formula, charge and spin: 0.58 kcal per mole. The multiplicity is 1. The value obtained for the molar mass is 643.1 g mol⁻¹. The highest occupied orbital energy comes out at -7.5 eV.



(4)
ORCA calculation (ωB97M-V/def2-TZVPD) on a molecular structure, C29H22Cl2CrNO3PS.

Element x y z (Å)
Cr  0.1024  -0.5459  -1.5268
C  -0.8278  2.4989  -2.3157
C  -0.7779  1.2280  -2.9327
C  -1.8323  0.4201  -2.3617
C  -2.5157  1.2355  -1.4173
C  -1.8861  2.4976  -1.3582
H  -0.1607  3.3331  -2.5271
H  -0.2589  0.9869  -3.8406
H  -2.2750  -0.4159  -2.8626
H  -3.3707  0.9223  -0.8269
H  -2.1487  3.3232  -0.6872
O  2.3230  0.0935  -0.5687
S  2.4150  -1.2280  0.0570
O  3.6988  -1.8540  -0.0080
O  1.2576  -2.0329  -0.3880
C  2.0375  -0.9752  1.7809
C  2.8932  -1.5274  2.7439
C  2.5269  -1.4859  4.0675
C  1.3371  -0.9330  4.4221
C  0.4930  -0.3755  3.4481
C  0.8307  -0.3855  2.1263
P  -0.1257  0.5930  0.8320
C  -1.8016  0.6082  1.6180
C  -2.4415  -0.6283  1.6929
C  -3.7365  -0.7381  2.1851
C  -4.4255  0.4009  2.5959
C  -3.8134  1.6339  2.5032
C  -2.5089  1.7420  2.0149
C  0.6057  2.2598  1.2239
C  1.2922  2.9286  0.2402
C  1.9241  4.1481  0.5182
C  1.8614  4.6891  1.7794
C  1.1883  4.0170  2.7788
C  0.5772  2.7914  2.4911
H  3.8218  -1.9844  2.4172
H  3.1709  -1.9180  4.8237
H  1.0338  -0.9210  5.4560
H  -0.4593  0.0393  3.7514
H  -1.9212  -1.5172  1.3493
H  -4.2150  -1.7097  2.2302
H  -5.4393  0.3213  2.9701
H  -4.3505  2.5275  2.7935
H  -2.0534  2.7192  1.9292
H  1.3343  2.5032  -0.7498
H  2.4638  4.6591  -0.2674
H  2.3449  5.6342  1.9921
H  1.1304  4.4268  3.7773
H  0.0758  2.2593  3.2942
Cl  1.9011  -1.0632  -5.3519
C  1.3382  -2.6512  -4.8314
C  1.7483  -3.7556  -5.5618
C  1.3283  -5.0402  -5.2279
C  0.4742  -5.1784  -4.1400
C  0.0546  -4.0959  -3.3942
Cl  -1.0454  -4.4778  -2.0663
C  0.4838  -2.7089  -3.6551
N  0.1312  -1.6205  -2.9758
H  2.4124  -3.6001  -6.4110
H  1.6608  -5.9070  -5.7932
H  0.1181  -6.1662  -3.8561

The total energy is -111652.9295 eV. The value obtained for the LUMO energy (alpha / beta) is 4.3 / 4.3 eV. As for the energy above the lowest of the compared OMol25 structures with the same formula, charge and spin: 13.95 kcal per mole. The multiplicity is 5. The charge is -2. The value obtained for the molar mass is 618.4 g mol⁻¹. The highest occupied orbital energy (alpha / beta) comes out at 0.4 / -0.2 eV.